Entry from the Open Molecules 2025 dataset: BCuH28O12 as an isolated structure (wB97M-V/def2-TZVPD).

The LUMO energy (alpha / beta) comes out at -3.05 / -6.04 eV. As for the HOMO energy (alpha / beta): -13.80 / -13.79 eV. The calculation puts the HOMO-LUMO gap (alpha / beta) at 0.3949 / 0.2849 hartree.

Structure (ORCA input):
```
! wB97M-V def2-TZVPD RIJCOSX def2/J DEFGRID3
* xyz 1 2
O 0.97 -2.79 0.51
H 2.01 0.33 -1.08
H 0.97 -3.39 1.26
H -1.92 1.73 -2.30
H 1.92 -2.63 0.28
Cu -0.76 -1.82 -0.02
O 3.43 -1.68 0.44
O -1.61 -1.72 1.95
H 1.32 2.88 2.53
O 2.91 0.41 -1.44
O 1.29 4.14 0.08
O -1.69 2.28 -1.54
H 3.24 1.26 -1.13
H 0.93 -0.40 -0.23
H -0.94 0.11 -0.59
H 0.97 4.11 -0.83
H -1.07 1.73 -1.02
H -3.21 1.52 -0.41
H 0.36 1.46 -0.08
O 0.77 2.16 2.86
H -2.11 1.12 3.71
O -0.47 -2.21 -2.10
O 2.27 -1.97 -2.80
H 3.45 -1.07 -0.31
O -4.05 1.11 -0.16
H -0.23 0.05 1.22
H -3.34 -0.61 -1.03
H -3.52 -1.95 -0.30
H 2.62 -1.19 -2.34
H 0.58 1.64 2.07
H -4.70 1.78 -0.40
O -2.85 -1.39 -0.70
H -1.43 -0.90 2.48
H 1.39 5.08 0.27
H 4.35 -1.95 0.58
H 2.67 -1.95 -3.67
B 0.02 0.33 0.08
O -1.44 0.48 3.47
H -1.86 -2.40 2.59
H -0.63 1.00 3.35
H -1.05 -2.42 -2.83
H 0.44 -2.26 -2.45
*
```

Results of the Mulliken charge analysis, in e, for atoms 1 through 8: number 1, O, carries -0.306; number 2, H, carries 0.308; number 3, H, carries 0.298; number 4, H, carries 0.373; number 5, H, carries 0.311; number 6, Cu, carries -0.223; number 7, O, carries -0.640; number 8, O, carries -0.428